# 1
{
  "formula": "C3H6ClNO",
  "method": "wB97M-V/def2-TZVPD",
  "homo_energy_ev": -9.131,
  "e_above_lowest_kj_mol": 171.07,
  "e_tot_ha": -708.04894,
  "smiles": "N[C@H]1[C@@H](O)[C@H]1Cl",
  "elements": ["N", "C", "C", "O", "C", "Cl", "H", "H", "H", "H", "H", "H"],
  "xyz": [[-0.4759, 0.1871, -1.3596], [0.1294, -0.6138, -0.3639], [0.9246, 0.1651, 0.6662], [1.1085, 1.4830, 0.3119], [-0.3825, -0.4315, 1.0611], [-1.8327, 0.5910, 1.3411], [-0.2462, 0.0289, -2.3389], [-1.5265, 0.1054, -1.2676], [0.5184, -1.6026, -0.6410], [1.8042, -0.3210, 1.1576], [0.3762, 1.7205, -0.2753], [-0.3974, -1.3122, 1.7084]],
  "lowdin_charge": [0.02, -0.34, -0.36, -0.02, -0.55, 0.60, 0.09, 0.09, 0.14, 0.16, 0.07, 0.10]
}



# 2
{
  "formula": "C3H6ClNO",
  "method": "wB97M-V/def2-TZVPD",
  "homo_energy_ev": [-8.591, -7.984],
  "e_above_lowest_kj_mol": 556.29,
  "e_tot_ha": -707.90222,
  "elements": ["C", "C", "C", "N", "O", "Cl", "H", "H", "H", "H", "H", "H"],
  "xyz": [[0.3623, -2.2623, -0.0753], [0.1284, 1.1123, -0.7077], [-0.4683, 1.5119, 0.5231], [-0.2212, -1.1462, 0.1603], [-1.0823, -0.7060, 0.8884], [0.5202, 1.7750, 1.9099], [1.1917, -2.1553, -0.7792], [0.2219, -3.1147, 0.5934], [0.4406, 0.1300, -0.5416], [1.0521, 1.6802, -1.0081], [-0.6503, 1.1266, -1.5032], [-1.4950, 2.0485, 0.5398]],
  "lowdin_charge": [0.00, -0.20, -0.61, -0.28, -0.03, 0.63, 0.07, 0.07, 0.00, 0.12, 0.11, 0.11]
}



# 3
{
  "formula": "C3H6ClNO",
  "method": "wB97M-V/def2-TZVPD",
  "homo_energy_ev": -9.556,
  "e_above_lowest_kj_mol": 308.84,
  "e_tot_ha": -707.99647,
  "smiles": "O/C=N/Cl.C=C",
  "elements": ["O", "C", "N", "Cl", "H", "H", "C", "C", "H", "H", "H", "H"],
  "xyz": [[-0.3930, 1.3174, -0.6011], [0.8562, 1.5959, -0.8755], [1.7927, 0.6858, -0.8300], [3.3016, 1.3959, -1.2272], [-0.6379, 0.4032, -0.5523], [0.8750, 2.6465, -0.9923], [-0.9748, -0.9121, 1.3252], [-1.0035, -1.6006, 0.2446], [-1.8092, -0.4335, 1.7813], [-0.1611, -1.1651, 2.0598], [-0.0397, -2.1374, 0.0541], [-1.8063, -1.7960, -0.3866]],
  "lowdin_charge": [0.05, -0.41, -0.39, 0.52, 0.04, 0.11, -0.09, -0.10, 0.05, 0.09, 0.09, 0.04]
}



# 4
{
  "formula": "C3H6ClNO2",
  "method": "wB97M-V/def2-TZVPD",
  "homo_energy_ev": -8.854,
  "e_above_lowest_kj_mol": 507.08,
  "e_tot_ha": -783.15983,
  "elements": ["C", "C", "C", "N", "O", "O", "Cl", "H", "H", "H", "H", "H", "H"],
  "xyz": [[-0.5653, 1.0729, -0.2736], [-1.6420, 0.2582, -0.8478], [1.7039, -0.1255, 0.0517], [0.8497, -1.0846, -0.3508], [-0.5658, 1.3406, 0.9531], [2.3148, -0.1614, 1.2800], [-2.5662, -0.9600, 0.5739], [-2.3073, 0.9939, -1.4049], [-1.1500, -0.5289, -1.4518], [1.7316, 0.9005, -0.3310], [1.2121, -1.3597, -1.4192], [-1.1420, 0.6667, 1.4547], [2.1264, -1.0127, 1.7657]],
  "lowdin_charge": [-0.27, -0.36, -0.33, 0.00, 0.02, 0.02, 0.27, 0.11, 0.04, 0.11, 0.15, 0.09, 0.14]
}



# 5
{
  "formula": "C3H6ClNOS",
  "method": "wB97M-V/def2-TZVPD",
  "homo_energy_ev": [-7.393, -7.527],
  "e_above_lowest_kj_mol": 311.20,
  "e_tot_ha": -1106.16348,
  "elements": ["C", "C", "C", "N", "O", "S", "Cl", "H", "H", "H", "H", "H", "H"],
  "xyz": [[-0.5071, 1.5272, -0.0650], [1.4298, -1.0581, 0.5948], [-1.2356, -0.8351, 0.4528], [-0.0491, 1.3440, -1.3122], [-0.3596, 2.2520, 0.8738], [-0.0439, -1.8605, -0.2311], [-2.9088, -1.1435, 0.1277], [1.0424, -0.0385, 0.3416], [2.1852, -1.2692, -0.1328], [1.6941, -1.1136, 1.6767], [-0.9692, -0.7573, 1.4257], [-0.5741, 0.8071, -1.9742], [0.2959, 2.1455, -1.7780]],
  "lowdin_charge": [-0.36, -0.34, -1.04, 0.13, 0.08, 0.75, 0.54, -0.02, 0.01, 0.07, -0.03, 0.10, 0.10]
}



# 6
{
  "formula": "C3H6ClNS",
  "method": "wB97M-V/def2-TZVPD",
  "homo_energy_ev": -7.880,
  "e_above_lowest_kj_mol": 365.73,
  "e_tot_ha": -1030.91310,
  "elements": ["C", "C", "C", "N", "S", "Cl", "H", "H", "H", "H", "H", "H"],
  "xyz": [[-0.2825, -1.1925, 0.0847], [-2.1233, 0.5229, 0.4662], [2.2433, 0.5507, 1.2568], [-0.9020, -0.1608, 0.1149], [2.1892, -0.7351, -0.0189], [-0.2373, -2.8188, 0.4114], [-2.7930, -0.0707, 1.0413], [-2.6843, 0.8262, -0.4521], [-1.7538, 1.4031, 0.8908], [2.5389, 1.5472, 1.0434], [3.0138, 0.2133, 2.0208], [1.3317, 0.3327, 1.7352]],
  "lowdin_charge": [-0.79, -0.06, -0.54, -0.03, 0.49, 0.69, 0.07, 0.11, 0.06, 0.01, 0.04, -0.03]
}



# 7
{
  "formula": "C3H6ClO3S",
  "method": "wB97M-V/def2-TZVPD",
  "homo_energy_ev": -5.144,
  "e_above_lowest_kj_mol": 85.16,
  "total_charge": -1,
  "e_tot_ha": -1202.06904,
  "smiles": "CC(C)(Cl)S(=O)(=O)[O-]",
  "elements": ["C", "C", "C", "Cl", "S", "O", "O", "O", "H", "H", "H", "H", "H", "H"],
  "xyz": [[0.8204, 1.2152, -0.4097], [0.4028, -0.1045, 0.1121], [0.2827, -1.3124, -0.7561], [1.5128, -0.4239, 1.4929], [-1.3590, 0.2221, 0.9686], [-2.1422, 0.8053, -0.1314], [-1.2198, 1.0886, 2.0997], [-1.7433, -1.1039, 1.3116], [1.1544, 1.8984, 0.3427], [-0.1476, 1.4716, -0.9050], [1.7129, 1.0759, -1.0801], [0.1292, -2.2635, -0.1519], [1.1798, -1.1908, -1.5134], [-0.5832, -1.3781, -1.3800]],
  "lowdin_charge": [-0.19, -0.94, -0.16, 0.59, 0.34, -0.39, -0.36, -0.37, 0.05, 0.08, 0.08, 0.09, 0.11, 0.06]
}



# 8
{
  "formula": "C3H6ClOPS",
  "method": "wB97M-V/def2-TZVPD",
  "homo_energy_ev": -9.312,
  "e_above_lowest_kj_mol": 0.00,
  "e_tot_ha": -1392.91313,
  "smiles": "C=CC[P@@](O)(=S)Cl",
  "elements": ["C", "C", "C", "P", "O", "S", "Cl", "H", "H", "H", "H", "H", "H"],
  "xyz": [[-0.1455, 0.0633, 2.3329], [0.2444, 0.2793, 1.0720], [-0.4548, 0.8621, -0.1072], [-0.1548, -0.5212, -1.3246], [1.3401, -0.2574, -1.6778], [-0.6659, -2.3896, -0.9816], [-1.0234, 0.2508, -3.0239], [0.4399, -0.5224, 3.0479], [-1.1252, 0.2862, 2.5181], [1.2579, 0.1660, 0.7139], [0.0423, 1.8558, -0.5303], [-1.5121, 0.9605, -0.1335], [1.7570, -1.0334, -1.9059]],
  "lowdin_charge": [0.04, -0.30, -0.31, -0.09, -0.25, 0.21, 0.28, 0.07, 0.03, 0.08, 0.15, 0.06, 0.03]
}



> Which formula does entry 2 have?

C3H6ClNO



> What is the formula in the first record?

C3H6ClNO